Formula: C40H73F24O22P4
Source: the OMol25 dataset
Level of theory: the ωB97M-V functional and the def2-TZVPD basis

Results
E_LUMO (spin up / spin down): 0.016 / -0.113 Ha
HOMO energy (spin up / spin down): -10.179 / -10.179 eV
2S+1: 2

CARTESIAN COORDINATES (ANGSTROEM)
O 10.66978 -3.42233 -16.86766
C 10.65334 -4.71010 -16.51547
O 10.74314 -5.21075 -15.36371
O 10.37142 -5.49672 -17.44821
H 10.62141 -3.49424 -17.82374
C 4.75195 -2.35547 -15.57782
C 4.91333 -3.43692 -16.62235
O 6.10063 -4.27090 -16.55614
P 6.45092 -5.23555 -15.28866
O 7.52332 -6.15737 -15.70844
O 6.77160 -4.19865 -14.06731
C 7.94745 -3.42388 -14.15905
C 8.01510 -2.33858 -13.07724
O 4.99435 -5.82875 -14.83809
C 4.84546 -6.87989 -13.91742
C 3.94873 -6.51956 -12.71998
H 4.53410 -2.79772 -14.60568
H 5.58489 -1.65257 -15.59322
H 3.89637 -1.71473 -15.79122
H 4.06515 -4.11947 -16.67530
H 4.85280 -2.97199 -17.60636
H 8.84675 -4.03963 -14.17362
H 8.05325 -2.82560 -15.06401
H 8.97358 -1.81981 -13.09460
H 7.26242 -1.56408 -13.22467
H 7.96218 -2.76425 -12.07520
H 4.31724 -7.69246 -14.41624
H 5.75993 -7.37267 -13.58726
H 3.71841 -7.38298 -12.09584
H 4.42917 -5.78084 -12.07844
H 2.95915 -6.14560 -12.98264
C 5.16085 -8.29787 -17.67095
C 5.51892 -8.62825 -19.15952
O 6.17176 -7.69211 -19.91017
P 7.78761 -7.74345 -19.97772
O 8.40931 -8.12109 -18.69808
O 8.11758 -8.65528 -21.27427
C 9.47244 -8.94870 -21.58951
C 9.62032 -8.56311 -23.07640
O 8.11013 -6.23259 -20.52971
C 7.83127 -5.02654 -19.83192
C 6.32458 -4.54040 -19.88744
H 6.01100 -8.34172 -16.99020
H 4.74273 -7.29171 -17.64059
H 4.35161 -8.96480 -17.37355
H 6.06043 -9.57398 -19.13807
H 4.59510 -8.90926 -19.66519
H 10.16484 -8.33212 -21.01634
H 9.63538 -9.97631 -21.26461
H 9.16382 -7.58757 -23.24379
H 10.64673 -8.42291 -23.41540
H 9.09466 -9.26698 -23.72165
H 8.10276 -4.92268 -18.78140
H 8.51236 -4.28454 -20.24864
H 5.73186 -5.25369 -19.31472
H 6.16852 -3.53510 -19.49613
H 5.91997 -4.56558 -20.89925
C 12.34003 -6.38396 -21.44197
C 11.41883 -5.34296 -20.96547
O 11.99246 -4.06242 -21.22220
P 11.13013 -2.74279 -20.81110
O 10.43201 -2.84575 -19.50120
O 12.21913 -1.47668 -20.89878
C 13.12187 -1.14843 -19.85908
C 13.89424 0.09373 -20.19274
O 10.21997 -2.54550 -22.13180
C 9.67688 -1.19471 -22.33090
C 10.46607 -0.44919 -23.44226
H 13.37990 -6.20875 -21.16617
H 12.01604 -7.34149 -21.03421
H 12.37520 -6.36552 -22.53125
H 10.45557 -5.42878 -21.46832
H 11.41807 -5.41456 -19.87782
H 12.53850 -1.04710 -18.94392
H 13.73819 -2.03789 -19.72830
H 14.61326 0.27522 -19.39388
H 14.46213 0.09234 -21.12312
H 13.23067 0.95713 -20.24096
H 8.59843 -1.19821 -22.48912
H 9.66262 -0.63338 -21.39666
H 10.19269 0.59659 -23.58260
H 11.51856 -0.48406 -23.16092
H 10.44216 -0.95096 -24.40960
C 13.51336 -5.98205 -11.37580
C 12.29137 -5.59278 -12.19596
O 11.20304 -5.95845 -11.38187
P 10.38868 -7.33324 -11.75325
O 10.22813 -7.54529 -13.19406
O 11.12019 -8.53051 -10.94354
C 11.16021 -8.51733 -9.53378
C 10.42476 -9.81002 -9.22809
O 8.99964 -7.06896 -10.93530
C 8.11409 -6.09267 -11.49305
C 7.96842 -5.05874 -10.37047
H 13.57685 -7.02739 -11.07361
H 14.40355 -5.76639 -11.96668
H 13.69582 -5.25522 -10.58426
H 12.26032 -4.54592 -12.49799
H 12.25324 -6.08758 -13.16643
H 12.12082 -8.72287 -9.06147
H 10.77700 -7.57881 -9.13323
H 9.36995 -9.55732 -9.33581
H 10.66044 -10.66653 -9.85970
H 10.65136 -10.06760 -8.19348
H 8.52976 -5.62842 -12.38735
H 7.14670 -6.57868 -11.61980
H 8.93288 -4.62690 -10.10321
H 7.32186 -4.20204 -10.56057
H 7.60906 -5.57634 -9.48106
C 15.16711 -2.47108 -13.61764
C 16.05811 -2.67544 -12.41820
C 16.22421 -1.38412 -11.56182
F 16.82587 -1.57292 -10.33947
F 16.88921 -0.41156 -12.16894
F 15.59701 -3.68780 -11.65032
F 17.27089 -3.16967 -12.82060
O 13.81869 -2.13561 -13.22747
C 13.04424 -1.57687 -14.24771
C 11.59420 -1.79779 -13.89971
F 11.36345 -1.79121 -12.54340
F 10.71195 -1.04887 -14.62264
F 13.31714 -0.27748 -14.22109
F 13.38919 -2.04597 -15.47013
H 15.20493 -3.34462 -14.26849
H 15.67306 -1.73440 -14.24167
H 15.31191 -0.92476 -11.18130
H 11.34859 -2.83490 -14.12816
C 10.13211 0.42752 -17.65785
C 8.61573 0.07112 -17.55802
C 8.19925 -1.22654 -18.36879
F 6.95977 -1.62854 -18.08590
F 8.23270 -1.07761 -19.66562
F 8.25804 -0.00416 -16.24916
F 7.96432 1.08495 -18.09506
O 10.53797 1.59930 -16.91911
C 11.88809 1.93382 -16.92148
C 12.09335 3.20196 -16.05212
F 11.68775 2.95130 -14.79232
F 13.38346 3.63247 -16.04005
F 12.61223 0.84781 -16.52560
F 12.13825 2.15691 -18.22813
H 10.33718 0.64939 -18.70514
H 10.73855 -0.43886 -17.39379
H 8.76172 -2.14259 -18.18826
H 11.43824 3.99846 -16.40499
C 14.54060 -5.70677 -16.92709
C 15.26416 -6.56262 -15.82787
C 14.48821 -7.90433 -15.54424
F 15.10650 -8.64694 -14.60421
F 13.20588 -7.64068 -15.20110
F 16.44265 -6.92901 -16.27396
F 15.45027 -5.86328 -14.70573
O 15.13094 -4.48773 -17.21793
C 15.86810 -4.36950 -18.37744
C 16.53058 -2.94768 -18.45046
F 17.24317 -2.82739 -19.56604
F 15.69923 -1.92362 -18.36917
F 16.83732 -5.25289 -18.26564
F 15.09025 -4.67693 -19.43773
H 13.46879 -5.63140 -16.74369
H 14.66768 -6.34895 -17.79862
H 14.46875 -8.43930 -16.49373
H 17.13604 -2.73131 -17.57029

These are the Mulliken partial charges, in e, on atoms 1 to 4: number 1, O, carries 1.437; number 2, C, carries 0.534; number 3, O, carries -0.333; number 4, O, carries -0.370


Formula: C40H76BF3INO14
Source: the OMol25 dataset
Level of theory: the ωB97M-V functional and the def2-TZVPD basis

Results
E_LUMO: 0.014 Ha
HOMO energy: -8.925 eV

CARTESIAN COORDINATES (ANGSTROEM)
C -4.81807 -0.20070 0.94571
N -3.90225 -1.20551 0.36931
C -2.85051 -0.53271 -0.45938
B -3.13682 -1.92515 1.37745
O -2.36111 -1.28081 2.31512
C -3.10220 -3.53522 1.44148
O -1.83759 -4.05844 1.18441
O -3.42821 -3.96662 2.82480
C -3.68783 -5.28081 2.72479
O -3.65738 -6.05772 3.59955
O -4.04271 -5.58079 1.44994
C -4.14731 -4.36792 0.73046
I -6.12649 -3.52072 1.28860
C -4.19444 -4.50864 -0.78918
C -2.96178 -4.26738 -1.66496
O -3.41575 -4.31157 -3.01438
C -1.83491 -5.32990 -1.56764
F -1.60003 -5.94217 -2.75342
F -0.65968 -4.76542 -1.17895
F -2.13538 -6.29890 -0.66772
H -4.79306 0.70378 0.34598
H -5.83424 -0.58117 0.94660
H -4.55533 0.07491 1.96627
H -2.55255 0.41709 -0.03341
H -3.23122 -0.40245 -1.46725
H -1.96716 -1.17176 -0.54009
H -1.41381 -1.42291 2.22868
H -1.27990 -3.78472 1.92456
H -4.58073 -5.49465 -1.03206
H -4.93001 -3.79327 -1.12953
H -2.52999 -3.28718 -1.48993
H -3.82575 -3.46640 -3.21506
C 2.10084 -5.83939 0.13707
C 3.29527 -4.88743 0.19405
C 2.59989 -3.53611 0.29577
O 1.38304 -3.76027 1.00977
C 1.13342 -5.16763 1.09909
H 2.33881 -6.86218 0.42394
H 1.68079 -5.85618 -0.87093
H 3.89132 -5.08098 1.08434
H 3.95264 -4.95846 -0.67026
H 2.35677 -3.13992 -0.69657
H 3.19076 -2.78894 0.83041
H 1.31266 -5.49294 2.13080
H 0.09000 -5.35258 0.85088
C 5.96056 -1.35384 1.79143
C 7.13152 -0.37296 1.83661
C 6.40320 0.96398 1.91841
O 5.18649 0.71484 2.62257
C 4.96749 -0.69168 2.73806
H 6.22243 -2.36587 2.09626
H 5.54810 -1.39907 0.78071
H 7.72600 -0.53782 2.73738
H 7.79385 -0.43843 0.97514
H 6.16281 1.34486 0.91910
H 6.96869 1.72889 2.45087
H 5.14542 -0.99512 3.77528
H 3.92759 -0.90970 2.49111
C -2.67569 4.97781 -1.46809
C -1.50191 4.75604 -0.51373
C -1.88999 3.44451 0.15050
O -2.63284 2.70410 -0.82607
C -2.97302 3.55391 -1.92256
H -2.44662 5.64289 -2.29948
H -3.53034 5.39000 -0.92711
H -0.57536 4.62969 -1.07672
H -1.35819 5.56387 0.20131
H -2.53108 3.61265 1.02347
H -1.02413 2.85765 0.45723
H -2.35719 3.27893 -2.78622
H -4.02128 3.39596 -2.18050
C 3.17773 1.09388 -0.61377
C 2.43425 0.25843 -1.65660
C 1.00606 0.76122 -1.49132
O 1.10942 2.12815 -1.09358
C 2.45822 2.43032 -0.72628
H 4.24721 1.17749 -0.79867
H 3.03673 0.67110 0.38269
H 2.80299 0.49015 -2.65833
H 2.52000 -0.81410 -1.50232
H 0.47613 0.20241 -0.71039
H 0.42186 0.70434 -2.41056
H 2.90205 3.05524 -1.50961
H 2.45730 2.99550 0.20534
C -10.24479 -3.42993 -1.28140
C -11.15618 -4.23191 -0.35219
C -10.27572 -4.38499 0.88181
O -9.45740 -3.21495 0.93261
C -9.55034 -2.49653 -0.29800
H -10.77744 -2.89299 -2.06446
H -9.51590 -4.09105 -1.75474
H -12.05074 -3.65403 -0.11134
H -11.46987 -5.18944 -0.76392
H -9.62877 -5.26527 0.80235
H -10.84441 -4.45715 1.80884
H -10.13508 -1.58504 -0.13283
H -8.54630 -2.21083 -0.61556
C 2.77682 7.13143 -3.25530
C 3.96016 7.33743 -2.30900
C 3.26398 7.39458 -0.95487
O 2.10978 6.55464 -1.06192
C 1.88403 6.21450 -2.42893
H 3.05069 6.69814 -4.21582
H 2.27463 8.08351 -3.44067
H 4.63177 6.47722 -2.35468
H 4.53961 8.23451 -2.51940
H 2.93867 8.41253 -0.71913
H 3.89103 7.03654 -0.13802
H 2.15157 5.16191 -2.57757
H 0.82345 6.33359 -2.65672
C 5.81942 -8.36051 3.27448
C 7.21380 -7.96652 2.78733
C 6.91166 -7.44020 1.38974
O 5.60036 -6.87537 1.45074
C 4.96224 -7.25485 2.67252
H 5.73151 -8.41580 4.35787
H 5.53501 -9.32907 2.85893
H 7.62013 -7.16964 3.41356
H 7.92542 -8.79008 2.78051
H 6.91456 -8.24924 0.65169
H 7.61139 -6.67132 1.06107
H 4.91688 -6.38336 3.33555
H 3.94236 -7.57445 2.45413
C 0.56518 12.83472 -1.01417
C -0.05342 11.46918 -1.31556
C 1.18385 10.64131 -1.63628
O 2.24737 11.18392 -0.85454
C 1.84888 12.43673 -0.29490
H -0.07009 13.48111 -0.41128
H 0.79809 13.35626 -1.94469
H -0.55101 11.07714 -0.42642
H -0.77403 11.48194 -2.13130
H 1.45001 10.72269 -2.69684
H 1.06458 9.58474 -1.39019
H 1.67744 12.30695 0.77898
H 2.65669 13.15601 -0.43074

These are the Mulliken partial charges, in e, on atoms 1 to 4: number 1, C, carries -0.928; number 2, N, carries 0.005; number 3, C, carries -1.229; number 4, B, carries 0.948


| no. | E (Eh) |
| --- | --- |
| 1 | -6985.7242 |
| 2 | -3299.9114 |